(1)
Entry from the Open Molecules 2025 dataset: C33H39BN4O2P2Ti as an isolated structure (ωB97M-V/def2-TZVPD).

Atoms and positions in Å:
1 Ti 0.68 -0.89 1.59
2 P -1.97 -0.35 -2.39
3 P 1.65 -0.82 -2.41
4 O 0.99 0.39 5.77
5 O -0.58 -1.39 5.44
6 N 2.39 -2.16 -3.42
7 N 3.01 0.25 -2.77
8 N -3.51 -0.86 -3.21
9 N -2.23 1.37 -2.83
10 C 1.44 -1.42 3.94
11 C -0.18 0.84 0.21
12 C -1.97 3.36 -3.89
13 C -1.58 -1.23 7.65
14 C -0.60 -0.96 6.70
15 C -4.15 -0.36 -4.35
16 C 0.57 -0.17 -3.77
17 C -4.18 -2.02 -2.82
18 C -1.31 0.71 1.26
19 C 2.86 -4.30 -4.01
20 C -0.73 0.59 3.78
21 C 0.35 0.78 8.13
22 C 2.87 -2.14 -4.73
23 C -0.69 0.55 9.04
24 C -5.25 -1.17 -4.65
25 C 3.44 0.77 -3.99
26 C -0.83 -0.82 -3.79
27 C -1.02 -0.12 2.49
28 C 0.34 0.11 6.90
29 C 1.01 2.27 2.76
30 C 4.75 1.24 -3.87
31 C 1.28 0.83 0.69
32 C 4.06 0.42 -1.85
33 C -0.21 2.03 3.66
34 C -5.26 -2.23 -3.68
35 C 5.13 1.03 -2.51
36 C 3.18 -3.44 -5.12
37 C 2.37 -3.49 -2.99
38 C 1.66 1.11 2.03
39 C -1.93 1.98 -4.06
40 C -2.35 3.61 -2.53
41 C -1.64 -0.46 8.81
42 C -2.50 2.38 -1.90
43 B 0.28 -0.43 4.65
44 H -0.30 1.79 -0.31
45 H 2.95 -1.23 -5.30
46 H 2.02 0.67 -0.09
47 H 2.72 1.02 2.29
48 H 0.75 3.05 2.02
49 H -3.80 0.53 -4.85
50 H 2.39 -1.05 4.33
51 H -5.95 -1.03 -5.46
52 H 1.77 2.73 3.43
53 H -1.58 1.73 1.61
54 H -2.22 0.34 0.78
55 H 1.02 -0.35 -4.76
56 H 1.14 1.50 8.34
57 H 1.69 -1.79 2.86
58 H 5.35 1.65 -4.66
59 H 0.52 0.92 -3.64
60 H 1.22 -2.39 4.40
61 H -1.65 0.61 4.41
62 H -0.75 -1.92 -3.68
63 H -2.42 -0.67 9.56
64 H -2.79 2.11 -0.89
65 H -1.66 -1.00 2.65
66 H -1.75 4.09 -4.66
67 H 6.08 1.28 -2.06
68 H 2.00 -3.73 -2.01
69 H 0.04 2.35 4.69
70 H -1.00 2.74 3.33
71 H -2.32 -2.00 7.41
72 H 3.59 -3.74 -6.07
73 H 2.97 -5.38 -3.98
74 H -1.72 1.37 -4.93
75 H -0.75 1.15 9.96
76 H 2.80 0.77 -4.87
77 H 3.93 0.10 -0.83
78 H -0.33 0.07 -0.57
79 H -2.51 4.58 -2.08
80 H -5.97 -3.04 -3.63
81 H -3.83 -2.58 -1.97
82 H -1.31 -0.61 -4.76

Values from the calculation:
- Highest occupied orbital energy (alpha / beta): -6.312 / -6.304 eV
- Orbital gap (alpha / beta): 5.188 / 5.078 eV
- E: -3207.24558 a.u.
- ΔE to the lowest compared entry with this formula, charge and spin: 137.5 kJ/mol
- LUMO level (alpha / beta): -1.124 / -1.226 eV
- <S²>: 2.024
- Multiplicity: 3

***

(2)
Entry from the Open Molecules 2025 dataset: C33H39BeN2PS as an isolated structure (ωB97M-V/def2-TZVPD).

Atoms and positions in Å:
1 S -0.68 1.47 0.23
2 P 0.81 -1.79 0.80
3 N 1.02 1.64 -1.82
4 N -1.16 1.55 -2.41
5 C 1.14 -5.92 0.59
6 C 5.37 -0.99 1.01
7 C -1.51 -0.81 3.86
8 C -0.04 -3.85 -0.85
9 C -3.30 -2.39 -0.13
10 C 0.28 -1.67 2.53
11 C -5.62 -1.74 -0.04
12 C 1.27 -4.60 1.03
13 C 0.89 -2.22 3.66
14 C -0.25 1.55 -1.42
15 C -2.86 -1.12 0.26
16 C -2.65 4.15 -2.90
17 C 3.22 3.87 -1.38
18 C 0.68 -3.56 0.31
19 C -0.94 -1.38 4.98
20 C 2.20 1.57 -0.95
21 C -3.19 5.53 -2.55
22 C 2.63 -1.54 0.90
23 C 4.48 -0.27 1.80
24 C -3.88 -0.18 0.51
25 C -0.92 -0.92 2.59
26 C -0.16 -5.17 -1.29
27 C 3.12 -0.54 1.74
28 C 3.84 5.10 -0.72
29 C -5.23 -0.47 0.36
30 C -4.65 -2.70 -0.28
31 C 2.61 2.91 -0.36
32 C 0.27 -2.08 4.89
33 C -3.09 3.09 -1.90
34 C 3.52 -2.25 0.10
35 C -2.61 1.68 -2.24
36 C 0.42 -6.20 -0.57
37 C 4.89 -1.98 0.16
38 Be -1.32 -0.61 0.92
39 H 0.33 -7.22 -0.91
40 H -6.67 -1.99 -0.14
41 H 3.08 5.68 -0.17
42 H 1.98 0.87 -0.15
43 H 1.73 3.37 0.10
44 H -2.44 -0.25 3.97
45 H 0.72 -2.51 5.78
46 H -4.94 -3.70 -0.59
47 H -2.57 -3.18 -0.32
48 H 4.60 4.80 0.00
49 H -5.98 0.29 0.56
50 H 3.02 1.16 -1.54
51 H 1.84 -4.39 1.92
52 H -3.61 0.83 0.85
53 H -2.88 5.82 -1.54
54 H 2.45 4.19 -2.09
55 H -1.43 -1.29 5.94
56 H -2.83 6.29 -3.25
57 H 4.85 0.50 2.47
58 H 1.60 -6.72 1.15
59 H -2.71 3.35 -0.91
60 H 6.43 -0.78 1.05
61 H 3.33 2.72 0.44
62 H -4.18 3.07 -1.84
63 H -0.71 -5.38 -2.20
64 H -0.81 1.72 -3.34
65 H 3.16 -3.03 -0.56
66 H 5.57 -2.54 -0.46
67 H -4.29 5.54 -2.58
68 H -0.50 -3.04 -1.40
69 H 4.00 3.34 -1.95
70 H 1.19 1.89 -2.78
71 H -2.99 3.86 -3.91
72 H -2.92 0.98 -1.47
73 H -1.55 4.19 -2.93
74 H -3.06 1.35 -3.18
75 H 2.42 0.02 2.36
76 H 1.85 -2.73 3.59
77 H 4.30 5.77 -1.45

Values from the calculation:
- Highest occupied orbital energy: -7.973 eV
- Orbital gap: 8.253 eV
- E: -2144.72479 a.u.
- ΔE to the lowest compared entry with this formula, charge and spin: 0.0 kJ/mol
- LUMO level: 0.279 eV

***

(3)
Entry from the Open Molecules 2025 dataset: C33H39BrN2O2Sn as an isolated structure (ωB97M-V/def2-TZVPD).

Atoms and positions in Å:
1 Sn 0.51 -2.07 -0.67
2 Br 3.59 -2.04 -0.72
3 O -1.74 -1.25 -2.29
4 O -1.63 -2.48 -0.42
5 N 0.73 0.10 -0.68
6 N -4.30 -1.47 -2.65
7 C 0.77 2.57 2.28
8 C 1.35 1.74 1.12
9 C -4.45 -1.33 -0.23
10 C 2.44 -2.79 3.23
11 C 2.37 -2.63 1.82
12 C 2.23 0.21 -4.03
13 C 0.08 -3.49 1.90
14 C -4.90 -0.02 -0.88
15 C 0.16 1.64 3.34
16 C 2.09 2.49 -3.15
17 C 1.12 -2.93 1.21
18 C -0.92 1.88 -0.05
19 C -2.26 -1.92 -1.39
20 C 2.63 -0.75 -5.12
21 C -0.30 3.52 1.75
22 C -0.96 0.84 2.69
23 C 1.59 -0.24 -2.90
24 C 2.48 1.58 -4.14
25 C 2.37 3.96 -3.31
26 C -1.45 2.71 1.13
27 C 1.33 -3.30 3.94
28 C -5.35 -0.47 -2.26
29 C 1.48 2.02 -2.02
30 C 3.55 -2.19 1.17
31 C 0.21 0.96 0.44
32 C 4.74 -2.05 3.25
33 C 3.64 -2.48 3.92
34 C 0.19 -3.69 3.30
35 C -3.77 -2.11 -1.38
36 C 1.22 0.63 -1.82
37 C 4.70 -1.92 1.84
38 C -0.38 0.04 1.52
39 C -2.05 1.78 2.18
40 H 0.12 4.20 1.00
41 H 3.03 -0.21 -5.98
42 H -5.31 -1.89 0.14
43 H -1.71 1.26 -0.47
44 H 1.44 4.54 -3.24
45 H -0.23 2.23 4.17
46 H 3.40 -1.43 -4.77
47 H -1.17 -0.59 1.09
48 H 0.41 -0.60 1.90
49 H -5.71 0.46 -0.34
50 H -4.63 -2.15 -3.33
51 H -2.47 2.36 3.01
52 H 1.23 2.73 -1.25
53 H 0.93 0.97 3.74
54 H 1.59 3.14 2.72
55 H 1.78 -1.34 -5.46
56 H 1.32 -1.29 -2.87
57 H -0.59 2.55 -0.84
58 H 5.59 -1.61 1.30
59 H -0.63 -4.12 3.84
60 H -1.38 0.13 3.41
61 H -6.30 -1.00 -2.21
62 H 2.83 4.18 -4.27
63 H 2.96 1.96 -5.04
64 H -2.22 3.39 0.75
65 H -0.84 -3.77 1.41
66 H 3.67 -2.61 5.00
67 H -3.46 -1.01 -3.05
68 H 3.03 4.32 -2.52
69 H -5.41 0.31 -3.02
70 H 5.66 -1.83 3.77
71 H 2.09 1.03 1.49
72 H -2.88 1.20 1.75
73 H -3.76 -1.19 0.59
74 H -0.69 4.13 2.56
75 H -4.00 -3.17 -1.37
76 H 1.86 2.41 0.43
77 H 1.41 -3.42 5.01
78 H -4.08 0.69 -0.96

Values from the calculation:
- Highest occupied orbital energy (alpha / beta): -13.238 / -13.278 eV
- Charge: +2
- Orbital gap (alpha / beta): 5.648 / 5.986 eV
- E: -4328.71495 a.u.
- ΔE to the lowest compared entry with this formula, charge and spin: 75.3 kJ/mol
- LUMO level (alpha / beta): -7.590 / -7.292 eV

***

Which value of ΔE to the lowest compared entry with this formula, charge and spin does entry 1 give?
137.5 kJ/mol

***

Please write out number 3 again, unchanged.
Entry from the Open Molecules 2025 dataset: C33H39BrN2O2Sn as an isolated structure (ωB97M-V/def2-TZVPD).

Atoms and positions in Å:
1 Sn 0.51 -2.07 -0.67
2 Br 3.59 -2.04 -0.72
3 O -1.74 -1.25 -2.29
4 O -1.63 -2.48 -0.42
5 N 0.73 0.10 -0.68
6 N -4.30 -1.47 -2.65
7 C 0.77 2.57 2.28
8 C 1.35 1.74 1.12
9 C -4.45 -1.33 -0.23
10 C 2.44 -2.79 3.23
11 C 2.37 -2.63 1.82
12 C 2.23 0.21 -4.03
13 C 0.08 -3.49 1.90
14 C -4.90 -0.02 -0.88
15 C 0.16 1.64 3.34
16 C 2.09 2.49 -3.15
17 C 1.12 -2.93 1.21
18 C -0.92 1.88 -0.05
19 C -2.26 -1.92 -1.39
20 C 2.63 -0.75 -5.12
21 C -0.30 3.52 1.75
22 C -0.96 0.84 2.69
23 C 1.59 -0.24 -2.90
24 C 2.48 1.58 -4.14
25 C 2.37 3.96 -3.31
26 C -1.45 2.71 1.13
27 C 1.33 -3.30 3.94
28 C -5.35 -0.47 -2.26
29 C 1.48 2.02 -2.02
30 C 3.55 -2.19 1.17
31 C 0.21 0.96 0.44
32 C 4.74 -2.05 3.25
33 C 3.64 -2.48 3.92
34 C 0.19 -3.69 3.30
35 C -3.77 -2.11 -1.38
36 C 1.22 0.63 -1.82
37 C 4.70 -1.92 1.84
38 C -0.38 0.04 1.52
39 C -2.05 1.78 2.18
40 H 0.12 4.20 1.00
41 H 3.03 -0.21 -5.98
42 H -5.31 -1.89 0.14
43 H -1.71 1.26 -0.47
44 H 1.44 4.54 -3.24
45 H -0.23 2.23 4.17
46 H 3.40 -1.43 -4.77
47 H -1.17 -0.59 1.09
48 H 0.41 -0.60 1.90
49 H -5.71 0.46 -0.34
50 H -4.63 -2.15 -3.33
51 H -2.47 2.36 3.01
52 H 1.23 2.73 -1.25
53 H 0.93 0.97 3.74
54 H 1.59 3.14 2.72
55 H 1.78 -1.34 -5.46
56 H 1.32 -1.29 -2.87
57 H -0.59 2.55 -0.84
58 H 5.59 -1.61 1.30
59 H -0.63 -4.12 3.84
60 H -1.38 0.13 3.41
61 H -6.30 -1.00 -2.21
62 H 2.83 4.18 -4.27
63 H 2.96 1.96 -5.04
64 H -2.22 3.39 0.75
65 H -0.84 -3.77 1.41
66 H 3.67 -2.61 5.00
67 H -3.46 -1.01 -3.05
68 H 3.03 4.32 -2.52
69 H -5.41 0.31 -3.02
70 H 5.66 -1.83 3.77
71 H 2.09 1.03 1.49
72 H -2.88 1.20 1.75
73 H -3.76 -1.19 0.59
74 H -0.69 4.13 2.56
75 H -4.00 -3.17 -1.37
76 H 1.86 2.41 0.43
77 H 1.41 -3.42 5.01
78 H -4.08 0.69 -0.96

Values from the calculation:
- Highest occupied orbital energy (alpha / beta): -13.238 / -13.278 eV
- Charge: +2
- Orbital gap (alpha / beta): 5.648 / 5.986 eV
- E: -4328.71495 a.u.
- ΔE to the lowest compared entry with this formula, charge and spin: 75.3 kJ/mol
- LUMO level (alpha / beta): -7.590 / -7.292 eV